C26H28F3IrN4O4 | the ωB97M-V functional and the def2-TZVPD basis

- 2S+1 = 5
- LUMO level (alpha / beta) (eV) = -6.618 / -8.067
- net charge = +2

```
66
Properties=species:S:1:pos:R:3:lowdin_charge:R:1
Ir -0.1861 -1.0951 0.4014 1.636
C -2.4280 3.6878 5.0496 -0.002
C -1.5534 2.8474 4.2069 -0.207
C -0.4326 3.3946 3.5668 0.035
C 0.3420 2.6781 2.6550 -0.090
C 1.4256 3.3859 2.0542 -0.039
N 1.9213 3.2808 0.8397 0.037
C 1.3707 2.5639 -0.2830 -0.186
C 1.9433 3.1179 -1.5930 -0.126
C 1.0907 2.7435 -2.8189 -0.134
N 0.8988 1.3244 -2.8759 0.091
C 1.3700 0.4714 -3.7561 0.069
C 1.3577 -0.9365 -3.5774 -0.092
C 1.7513 -1.7967 -4.6088 0.072
C 1.7975 -3.1856 -4.4422 -0.235
C 2.2025 -4.0744 -5.5562 -0.030
C 1.4692 -3.7289 -3.2014 0.066
C 1.0773 -2.9296 -2.1179 -0.100
C 0.8770 -3.5317 -0.8421 -0.018
N 0.5198 -2.9598 0.2704 -0.138
C 0.5726 -3.7106 1.5053 -0.193
C -0.8062 -3.9736 2.1293 -0.128
C -1.7953 -2.7988 2.0295 -0.195
N -1.1566 -1.5030 2.0672 -0.165
C -1.4989 -0.6540 2.9805 -0.027
C -1.0919 0.7063 3.1279 -0.104
C -1.8470 1.5032 3.9915 0.015
C 0.0507 1.2659 2.4158 -0.282
O 0.8109 0.5674 1.7059 -0.045
C 0.9930 -1.5068 -2.2956 -0.238
O 0.6716 -0.7230 -1.3438 -0.206
H -1.9902 4.6608 5.2511 0.093
H -2.6744 3.2035 5.9941 0.106
H -3.3778 3.8393 4.5278 0.115
H -0.1998 4.4345 3.7399 0.130
H 1.8606 4.1752 2.6557 0.142
H 2.7396 3.8399 0.6283 0.157
H 0.2805 2.6643 -0.2555 0.125
H 1.6016 1.4975 -0.1769 0.102
H 2.9647 2.7551 -1.7338 0.129
H 1.9696 4.2076 -1.5545 0.129
H 1.5804 3.0966 -3.7288 0.139
H 0.1091 3.2208 -2.7351 0.144
H 0.4460 0.9199 -2.0553 0.115
H 1.7945 0.8680 -4.6697 0.161
H 2.0223 -1.3712 -5.5615 0.137
H 2.6479 -3.5199 -6.3752 0.090
H 1.3294 -4.6047 -5.9402 0.102
H 2.8966 -4.8361 -5.2044 0.096
H 1.5354 -4.7977 -3.0698 0.140
H 1.0981 -4.5974 -0.8101 0.153
H 1.1794 -3.1264 2.2066 0.131
H 1.0696 -4.6743 1.3515 0.131
H -0.6374 -4.2275 3.1757 0.125
H -1.2713 -4.8346 1.6511 0.123
H -2.5410 -2.8882 2.8252 0.135
H -2.3299 -2.8579 1.0744 0.116
H -2.2402 -0.9773 3.7112 0.153
H -2.7038 1.0777 4.4934 0.133
F -4.6284 1.2626 -0.6071 0.201
C -3.4278 1.6412 -0.2154 -0.547
F -3.5355 2.2302 0.9918 0.157
F -2.9732 2.5771 -1.0604 0.159
C -2.3895 0.4946 -0.1111 -0.553
O -2.7109 -0.6872 -0.1125 0.065
O -1.2121 0.9035 0.0148 -0.077
```

C7H14IrN2 | the ωB97M-V functional and the def2-TZVPD basis

- LUMO level (eV) = -13.363
- net charge = +3

```
24
Properties=species:S:1:pos:R:3:lowdin_charge:R:1
Ir -0.0424 0.4739 0.5248 1.282
C 1.5469 0.2528 1.8940 -0.127
C 2.0124 0.7352 0.6296 -0.156
C 1.5455 2.0749 0.4842 -0.044
C 0.8288 2.4226 1.6514 0.020
C 0.8429 1.3152 2.5311 0.012
H 1.8250 -0.6928 2.3408 0.160
H 2.7439 0.2402 0.0044 0.160
H 1.7574 2.7281 -0.3530 0.160
H 0.4029 3.3965 1.8663 0.164
H 0.4067 1.2804 3.5230 0.164
N -4.3993 -0.0273 -3.2636 0.225
C -3.9568 -0.0699 -1.8237 -0.114
C -2.4262 -0.0576 -1.6878 -0.188
N -2.0242 -0.1796 -0.2365 -0.087
H -5.4250 -0.0057 -3.3181 0.197
H -4.0974 -0.8508 -3.7952 0.191
H -4.0630 0.8032 -3.7617 0.189
H -4.3812 -0.9738 -1.3868 0.152
H -4.4006 0.7925 -1.3266 0.149
H -2.0112 0.8644 -2.0924 0.126
H -1.9834 -0.8952 -2.2265 0.139
H -2.1463 -1.1535 0.0559 0.120
H -2.6819 0.3523 0.3391 0.106
```

C3H10NO4 | the ωB97M-V functional and the def2-TZVPD basis

- relative energy (zero: lowest compared OMol25 entry of this formula, charge and spin) (kcal/mol) = 14.4
- LUMO level (eV) = 3.821
- net charge = -1

```
18
Properties=species:S:1:pos:R:3:lowdin_charge:R:1
C 2.0868 -0.5628 -0.0681 -0.297
N 1.2871 0.3689 0.6820 0.002
C -0.0912 0.0048 0.9897 -0.750
O -0.2670 -1.1166 1.4862 -0.038
O -0.9097 0.9506 0.8103 -0.097
C 2.7721 -0.0090 -1.3509 -0.092
H 2.8117 -1.0340 0.6121 0.093
H 1.5419 -1.4525 -0.4016 0.099
H 1.2838 1.3348 0.3886 0.092
H 3.8403 0.0320 -1.1292 0.052
H 2.4486 1.0137 -1.5433 0.058
H 2.5531 -0.6362 -2.2044 0.052
H -4.0693 0.1294 -0.6545 0.009
H -2.6600 0.6104 -0.7632 0.002
O -3.3942 0.3044 -1.3175 -0.088
H -3.1485 -0.7349 1.4914 0.029
H -2.6575 0.6260 1.2882 -0.018
O -3.4282 0.1709 1.6842 -0.108
```

C27H47HfN2O3P3 | the ωB97M-V functional and the def2-TZVPD basis

- LUMO level (eV) = -14.335
- net charge = +4

```
83
Properties=species:S:1:pos:R:3:lowdin_charge:R:1
P 3.1907 -0.4547 -1.4215 0.866
C 4.3580 -0.6881 0.0256 -0.175
H 5.3124 -0.9790 -0.3865 0.078
H 3.9932 -1.4647 0.6668 0.034
H 4.4743 0.2291 0.5837 0.068
C 3.6202 -1.9651 -2.3192 -0.226
H 3.4662 -1.8486 -3.3860 0.026
H 2.9681 -2.7738 -1.9808 0.068
H 4.6579 -2.2538 -2.1508 0.087
C 4.0704 0.9206 -2.2415 -0.222
H 5.1331 0.6554 -2.3909 0.100
H 4.0018 1.8342 -1.6260 0.063
H 3.6180 1.1511 -3.2159 0.021
P -0.3922 2.9676 -1.8057 0.754
C -0.5197 3.9620 -0.3284 -0.165
H -0.9424 4.9084 -0.6552 0.096
H 0.4521 4.1397 0.1160 0.068
H -1.1743 3.5217 0.4165 0.070
C 0.7182 3.8801 -2.8364 -0.186
H 0.6782 3.5304 -3.8531 0.034
H 1.7410 3.8082 -2.4839 0.077
H 0.3741 4.9013 -2.7888 0.092
C -2.0194 3.0362 -2.5245 -0.186
H -2.1647 4.0830 -2.7547 0.095
H -2.7801 2.6910 -1.8346 0.067
H -2.0900 2.4476 -3.4293 0.037
P -1.6199 -1.7882 -1.2423 0.843
C -2.5838 -2.2466 0.2401 -0.180
H -3.2998 -3.0136 -0.0259 0.088
H -3.1205 -1.3894 0.6103 0.056
H -1.9477 -2.6210 1.0313 0.058
C -3.0063 -1.5744 -2.4136 -0.209
H -3.7761 -2.3268 -2.2409 0.089
H -2.6701 -1.6546 -3.4447 0.023
H -3.4398 -0.5790 -2.2878 0.065
C -0.8183 -3.3529 -1.6798 -0.213
H -1.5604 -4.1577 -1.7840 0.096
H -0.0993 -3.6279 -0.8963 0.071
H -0.2546 -3.2725 -2.6166 0.024
Hf 0.2798 0.3616 -1.8814 1.211
C 1.5480 1.5088 -0.5015 -0.261
O 2.1296 2.2503 0.2546 0.141
C -1.4453 0.8378 -0.5878 -0.270
O -2.3728 1.1784 0.0893 0.141
C -0.9737 0.0261 -4.2557 -0.103
C -0.3295 -1.2290 -4.1205 -0.109
C 1.0761 -1.2969 -4.0705 -0.075
C 1.8440 -0.1239 -4.2483 -0.109
C 1.2110 1.1280 -4.3634 -0.096
C -0.2017 1.1996 -4.4024 -0.134
H -2.0300 0.0637 -4.5521 0.154
H -0.8977 -2.1375 -4.3358 0.144
H 1.5572 -2.2750 -4.2020 0.150
H 2.8909 -0.2279 -4.5551 0.145
H 1.8087 1.9803 -4.7178 0.154
H -0.6586 2.1031 -4.8161 0.145
C -3.9627 -0.9007 5.9969 -0.062
C -2.5562 -0.5041 6.2308 -0.191
N -1.7803 -0.3092 5.0091 -0.043
C -1.0320 0.9433 4.8538 -0.189
C 0.4502 0.9077 5.2726 -0.043
C -1.4353 -1.3847 4.2759 -0.359
O -1.9445 -2.5555 4.5532 0.024
C -0.4215 -1.3481 3.1878 -0.124
C 0.7433 -2.1163 3.3633 0.081
C 1.8107 -1.7137 2.5386 0.014
C 1.5923 -0.6684 1.6086 -0.175
N 0.3952 -0.4338 1.0510 0.034
C -0.5687 -0.5663 2.0260 -0.093
H -4.4829 -0.1598 5.3983 0.083
H -4.4938 -0.9878 6.9367 0.097
H -4.0189 -1.8574 5.4948 0.072
H -2.5008 0.4381 6.7393 0.120
H -2.0489 -1.2538 6.8242 0.139
H -1.1195 1.3156 3.8135 0.102
H -1.5459 1.6623 5.5036 0.128
H 1.0497 0.2940 4.5793 0.052
H 0.8483 1.9365 5.2607 0.091
H 0.5422 0.5011 6.2965 0.104
H 0.7657 -2.9454 4.0734 0.162
H 2.8056 -2.1682 2.5398 0.129
H 2.4360 -0.0625 1.3148 0.061
H -1.5119 -0.0455 1.8793 0.107
```